DFT (wB97M-V/def2-TZVPD) results for a molecular structure, C24H33N5ORu.

Structure (XYZ):
```
64
Properties=species:S:1:pos:R:3:nbo_charge:R:1
Ru 0.47 -0.18 0.36 0.6223
C 2.58 -3.87 -1.05 -0.2448
C 1.50 -4.66 -1.39 -0.1433
C 0.24 -4.11 -1.32 -0.2114
C 0.08 -2.79 -0.92 0.1992
N 1.14 -2.02 -0.52 -0.4334
C 2.35 -2.58 -0.63 0.0505
C -1.23 -2.12 -0.92 0.1444
C -2.36 -2.59 -1.48 -0.2884
C -3.56 -1.79 -1.37 -0.2072
C -3.51 -0.52 -0.93 -0.2179
C -2.17 0.12 -0.65 -0.0157
N -1.19 -0.91 -0.29 -0.5855
C -2.15 1.15 0.47 0.2802
C -3.25 1.92 0.78 -0.2381
C -3.14 2.95 1.70 -0.1314
C -1.91 3.17 2.28 -0.2441
C -0.86 2.34 1.93 0.0460
N -0.95 1.33 1.07 -0.4396
H 3.60 -4.24 -1.10 0.2353
H 1.64 -5.69 -1.71 0.2347
H -0.64 -4.68 -1.58 0.2351
H 3.19 -1.95 -0.35 0.1909
H -2.40 -3.55 -1.98 0.2204
H -4.51 -2.23 -1.65 0.2268
H -4.42 0.06 -0.84 0.2108
H -4.19 1.73 0.28 0.2315
H -4.00 3.57 1.94 0.2338
H -1.74 3.97 2.99 0.2355
H 0.11 2.52 2.38 0.1888
C 1.75 -2.00 2.49 -0.4124
N 1.52 -0.56 2.24 -0.3718
C 0.73 -0.09 3.39 -0.4136
C 2.84 0.14 2.22 -0.2337
C 2.70 1.46 1.49 -0.2320
N 2.16 1.21 0.13 -0.3932
C 1.65 2.47 -0.46 -0.4147
C 3.24 0.75 -0.75 -0.4091
H 2.17 -2.14 3.48 0.1974
H 2.43 -2.42 1.76 0.2098
H 0.80 -2.52 2.42 0.2268
H 1.25 -0.33 4.33 0.1952
H -0.24 -0.58 3.38 0.2297
H 0.58 0.98 3.35 0.2020
H 3.55 -0.50 1.70 0.2072
H 3.21 0.29 3.23 0.2147
H 3.66 1.99 1.43 0.2123
H 2.01 2.11 2.02 0.2036
H 2.47 3.18 -0.61 0.1936
H 0.91 2.92 0.20 0.2134
H 1.18 2.25 -1.41 0.2306
H 4.06 1.48 -0.78 0.1955
H 2.84 0.62 -1.76 0.2262
H 3.64 -0.20 -0.42 0.1929
C -2.66 2.86 -2.65 -0.2542
O -1.64 2.22 -1.86 -0.5666
C -1.64 0.86 -1.87 0.4183
C -1.35 0.15 -3.15 -0.7284
H -3.51 2.20 -2.81 0.1840
H -2.25 3.16 -3.62 0.1889
H -2.98 3.75 -2.11 0.1996
H -2.10 -0.61 -3.38 0.2390
H -0.38 -0.35 -3.13 0.2316
H -1.33 0.87 -3.98 0.2318
```

Its electronic energy is -37495.9661 eV. As for the charge: +1. As for the spin multiplicity: 2. Its expectation value of S² is 0.79. For the HOMO energy (alpha / beta), the calculation gives -9.42 / -9.62 eV. The HOMO-LUMO gap (alpha / beta) comes out at 6.8 / 6.6 eV.

***

DFT (wB97M-V/def2-TZVPD) results for 9 unconnected molecules or ions with the total composition C24H33N9O18 in a non-equilibrium geometry.

Structure (XYZ):
```
84
Properties=species:S:1:pos:R:3:mulliken_charge:R:1
O -19.75 -18.31 -8.85 -0.5877
N -19.02 -18.40 -9.81 1.0463
O -18.64 -17.48 -10.50 -0.6138
C -18.47 -19.73 -10.13 -0.2028
C -18.61 -20.73 -9.19 0.0449
C -18.00 -21.96 -9.41 -0.2656
C -17.22 -22.14 -10.55 -0.5507
C -17.08 -21.12 -11.48 -0.4596
C -17.69 -19.89 -11.26 -0.4918
H -19.20 -20.56 -8.30 0.3939
H -18.19 -22.76 -8.71 0.3996
H -16.68 -23.07 -10.70 0.4147
H -16.44 -21.28 -12.34 0.3878
H -17.55 -19.07 -11.94 0.4648
O -19.69 -25.42 -8.49 -0.5267
N -19.75 -26.50 -9.03 0.8756
O -20.79 -26.99 -9.45 -0.5175
C -18.52 -27.27 -9.21 0.3186
C -18.59 -28.50 -9.81 -0.3841
C -17.41 -29.22 -9.96 -0.5022
C -16.22 -28.72 -9.44 -0.4713
C -16.17 -27.47 -8.85 -0.5811
C -17.34 -26.73 -8.74 -0.2904
H -19.52 -28.87 -10.23 0.4768
H -17.42 -30.15 -10.50 0.3873
H -15.33 -29.35 -9.50 0.3826
H -15.21 -27.07 -8.55 0.3904
H -17.35 -25.78 -8.22 0.4283
O -22.37 -20.07 -8.19 -0.6085
N -21.97 -21.20 -8.31 1.0303
O -21.16 -21.74 -7.56 -0.3875
C -22.43 -21.99 -9.46 -0.6447
C -23.41 -21.47 -10.28 -0.0577
C -23.90 -22.24 -11.32 -0.0520
C -23.39 -23.53 -11.52 -0.7741
C -22.40 -24.03 -10.69 -0.5082
C -21.93 -23.26 -9.64 -0.2106
H -23.83 -20.48 -10.17 0.6653
H -24.59 -21.80 -12.02 0.2702
H -23.74 -24.09 -12.38 0.4306
H -22.02 -25.04 -10.79 0.3247
H -21.23 -23.65 -8.91 0.5168
C -26.58 -19.50 -8.58 -0.5450
N -27.10 -19.92 -9.92 0.8405
O -28.18 -20.46 -9.97 -0.5323
O -26.37 -19.70 -10.87 -0.4555
H -26.75 -18.43 -8.47 0.2891
H -25.53 -19.78 -8.56 0.1299
H -27.13 -20.04 -7.82 0.3090
C -20.84 -23.86 -5.00 -0.4564
N -20.24 -23.71 -3.67 0.9620
O -19.48 -24.58 -3.28 -0.5607
O -20.55 -22.72 -3.05 -0.5445
H -20.55 -24.81 -5.45 0.2966
H -20.50 -23.09 -5.69 0.0225
H -21.92 -23.81 -4.90 0.2891
C -24.75 -18.71 -13.51 -0.4402
N -24.40 -19.14 -14.90 0.9276
O -25.27 -19.65 -15.56 -0.5303
O -23.25 -18.96 -15.26 -0.5574
H -24.64 -19.57 -12.86 0.0044
H -25.79 -18.40 -13.54 0.2820
H -24.11 -17.90 -13.21 0.3070
C -26.37 -24.40 -15.33 -0.7616
N -25.24 -23.49 -14.98 0.8482
O -25.41 -22.71 -14.06 -0.4629
O -24.22 -23.61 -15.61 -0.5126
H -27.25 -24.11 -14.77 0.3187
H -26.05 -25.40 -15.02 0.2787
H -26.52 -24.35 -16.40 0.2921
C -20.40 -19.49 -5.23 -0.4260
N -19.61 -18.74 -4.24 0.9370
O -19.91 -18.84 -3.07 -0.5581
O -18.67 -18.10 -4.68 -0.5606
H -21.37 -19.76 -4.84 0.2622
H -19.85 -20.41 -5.42 0.1434
H -20.48 -18.92 -6.15 0.1971
C -23.57 -27.96 -10.30 -0.7527
N -22.81 -27.86 -11.58 0.9517
O -22.96 -26.85 -12.25 -0.5132
O -22.10 -28.79 -11.88 -0.5748
H -24.24 -28.80 -10.45 0.3468
H -24.07 -27.01 -10.14 0.2764
H -22.87 -28.19 -9.50 0.2723
```

The SMILES is O=[N+]([O-])c1ccccc1.O=[N+]([O-])c1ccccc1.O=[N+]([O-])c1ccccc1.C[N+](=O)[O-].C[N+](=O)[O-].C[N+](=O)[O-].C[N+](=O)[O-].C[N+](=O)[O-].C[N+](=O)[O-]. Its electronic energy is -75664.3017 eV. For the HOMO energy, the calculation gives -10.12 eV. The HOMO-LUMO gap comes out at 8.8 eV.

***

DFT (wB97M-V/def2-TZVPD) results for a molecular structure, C24H34AlB2BeCl4F5N2O20P in a non-equilibrium geometry.

Structure (XYZ):
```
94
Properties=species:S:1:pos:R:3:mulliken_charge:R:1
C 1.88 -0.63 -1.89 -1.6476
C 1.29 0.33 -1.21 1.9194
C 1.61 1.75 -1.52 -1.4565
N 0.57 2.32 -2.30 0.2484
Cl 1.06 3.61 -3.34 0.1093
C -0.53 2.67 -1.58 1.0537
O -0.48 3.28 -0.46 -0.0557
O -1.79 2.42 -2.05 -0.3730
P -2.38 0.80 -1.94 0.2250
O -1.52 -0.24 -2.74 -0.1400
O -2.33 0.39 -0.21 -0.3061
H 1.60 -1.65 -1.65 0.3550
H 2.63 -0.39 -2.63 0.3719
H 0.55 0.16 -0.42 -0.6628
H 2.52 1.81 -2.10 0.9034
H 1.79 2.46 -0.42 0.5007
H -1.91 -0.35 -3.63 0.3715
H -1.46 0.58 0.23 0.6645
Cl 2.94 3.26 -0.13 0.0632
Be -1.55 2.17 0.15 0.1232
F -2.37 3.56 2.44 -0.3416
C -2.12 4.92 2.53 0.7189
C -1.86 5.46 3.76 -0.5273
C -1.60 6.82 3.84 -0.4007
C -1.62 7.61 2.70 -0.5676
C -1.90 7.04 1.46 -0.6069
C -2.15 5.68 1.38 -0.2366
H -1.85 4.84 4.64 0.4354
H -1.38 7.27 4.80 0.4187
H -1.43 8.67 2.77 0.4170
H -1.92 7.65 0.57 0.4025
H -2.36 5.21 0.42 0.2600
B -0.18 -2.63 3.31 1.1123
O -0.35 -1.18 3.04 -0.6076
C 0.48 -0.84 2.08 0.7272
O 0.61 0.28 1.63 -0.5486
C 1.25 -2.08 1.63 0.5835
O 2.06 -2.13 0.77 -0.5064
O 0.83 -3.11 2.37 -0.6101
O 0.20 -2.88 4.70 -0.5019
C -0.71 -3.64 5.27 0.2866
O -0.72 -4.03 6.39 -0.5194
C -1.78 -3.95 4.23 1.0259
O -2.79 -4.64 4.42 -0.6473
O -1.48 -3.37 3.11 -0.3565
N 2.65 6.48 -1.80 1.0655
O 3.25 7.44 -1.35 -0.5173
O 3.28 5.52 -2.29 -0.4961
O 1.41 6.42 -1.77 -0.5151
C -6.61 -5.41 -0.76 -0.6964
O -6.97 -5.73 0.58 -0.3957
C -6.09 -6.67 1.18 -0.8229
C -5.07 -5.99 2.06 0.0973
O -4.18 -5.16 1.31 -0.3133
C -4.53 -3.80 1.33 -0.3466
H -7.11 -4.48 -1.02 0.2462
H -5.54 -5.27 -0.88 0.2964
H -6.96 -6.19 -1.44 0.3355
H -5.60 -7.29 0.42 0.3639
H -6.70 -7.33 1.81 0.4152
H -4.45 -6.75 2.54 0.3738
H -5.57 -5.41 2.85 -0.0045
H -4.17 -3.32 2.28 -0.1030
H -5.61 -3.64 1.23 0.5701
H -4.02 -3.32 0.50 0.2358
Al -4.61 -3.44 4.23 0.4473
C 4.87 -3.61 -7.83 -1.1073
C 5.07 -2.88 -6.52 -0.1750
O 3.89 -2.14 -6.14 -0.3513
C 2.91 -2.86 -5.62 0.7615
O 2.91 -4.05 -5.43 -0.5359
O 1.88 -2.03 -5.35 -0.3415
C 0.73 -2.70 -4.86 -0.3669
H 4.53 -2.93 -8.61 0.2964
H 5.79 -4.09 -8.15 0.3634
H 4.10 -4.39 -7.73 0.3125
H 5.86 -2.14 -6.63 0.2976
H 5.37 -3.55 -5.72 0.3145
H 0.96 -3.33 -4.00 0.3320
H 0.27 -3.30 -5.65 0.4069
H 0.02 -1.93 -4.55 -0.1931
B 4.36 0.32 1.92 0.2474
F 3.40 -0.54 2.50 -0.2794
F 4.45 1.50 2.68 -0.3544
F 5.59 -0.31 1.84 -0.3177
F 3.91 0.68 0.61 -0.2641
Cl 3.40 6.24 1.74 -0.1517
C 3.62 4.98 3.00 -0.0984
C 4.49 5.47 4.13 -0.4922
Cl 6.18 5.69 3.62 -0.1829
H 4.04 4.10 2.53 0.0418
H 2.63 4.74 3.38 0.2449
H 4.49 4.73 4.93 0.3409
H 4.13 6.41 4.53 0.3391
```

Its electronic energy is -150673.5189 eV. As for the charge: +1. For the HOMO energy, the calculation gives -10.82 eV. The HOMO-LUMO gap comes out at 3.3 eV.

***

The highest electronic energy belongs to which entry? C24H33N5ORu